No. 1
# C2H4CrO

C2H4CrO as an isolated structure at a distorted geometry (the ωB97M-V functional and the def2-TZVPD basis, the Open Molecules 2025 dataset).

Spin multiplicity: 5
Relative energy (zero: lowest compared OMol25 entry of this formula, charge and spin) in kcal per mole: 0.0
Maximum force in eV/A: 2.55
<S²>: 6.259
Charge: +2

CARTESIAN COORDINATES (ANGSTROEM)
O  -0.0250  -0.1592  0.4652
Cr  0.3321  0.5885  2.1399
C  0.3147  -0.7672  -0.4968
C  0.5301  -1.6709  -1.4157
H  -0.1238  -2.5446  -1.4525
H  1.4501  -1.5961  -2.0000
H  -0.8484  0.4410  -2.3370
H  -0.7132  -0.1365  -2.8685

Forces on atoms 1 to 6 (eV/Å):
O 0.0 0.9 -1.1
Cr 0.2 0.4 1.2
C -0.4 -2.5 0.0
C 1.0 0.8 0.8
H -0.1 0.1 -0.1
H -0.3 0.0 -0.3

No. 2
# C13H21LuN2O4P

C13H21LuN2O4P as an isolated structure at a distorted geometry (the ωB97M-V functional and the def2-TZVPD basis, the Open Molecules 2025 dataset).

Spin multiplicity: 2
Relative energy (zero: lowest compared OMol25 entry of this formula, charge and spin) in kcal per mole: 0.0
Maximum force in eV/A: 3.99
<S²>: 0.784
Charge: +2

CARTESIAN COORDINATES (ANGSTROEM)
C  -0.9373  2.5440  -1.0763
C  -0.4461  1.3350  -1.8545
N  -0.1787  0.2100  -1.1481
C  0.0300  -0.9829  -1.8293
C  0.2224  -0.9267  -3.2295
C  0.0945  0.2595  -3.9249
C  -0.3063  1.4052  -3.2259
C  -0.0108  -2.2048  -1.1169
P  0.0917  -2.4002  0.6464
H  -0.4963  2.3665  -3.7000
H  0.5117  -1.8513  -3.7251
H  0.2761  0.3092  -4.9985
C  1.0051  3.0930  0.2184
C  -1.2065  3.4401  1.1625
H  0.0313  -3.1075  -1.7336
H  -2.0433  2.5358  -1.0331
H  -0.6260  3.4739  -1.5943
C  1.6704  -3.2106  1.0411
C  -1.1250  -3.7381  0.9418
H  1.7002  -3.3295  2.1323
H  1.7477  -4.1876  0.5442
H  2.5052  -2.5665  0.7465
H  -1.4228  -3.7197  1.9975
H  -2.0130  -3.5925  0.3122
H  -0.6685  -4.7085  0.7062
H  -1.1642  4.4807  0.7961
H  -2.2519  3.0985  1.1305
H  -0.8509  3.4031  2.1996
H  0.9512  4.1092  -0.2113
H  1.4573  3.1269  1.2180
H  1.6022  2.4589  -0.4502
C  -0.1678  -1.0194  3.4081
O  0.2201  -1.3554  4.4357
Lu  -0.4032  0.3228  1.1089
O  -2.4886  -0.5067  0.4550
H  -2.1125  -1.2542  -0.1034
H  -3.1563  -0.0617  -0.1131
N  -0.3778  2.5557  0.3130
O  3.3169  -0.9643  2.2053
C  2.6253  0.0275  2.4083
O  1.5800  0.4084  1.6873
H  2.8143  0.7242  3.2527

Forces on atoms 1 to 6 (eV/Å):
C 0.3 0.1 0.2
C 0.3 -0.4 0.8
N -0.6 0.0 -0.7
C 0.0 0.8 0.1
C 0.2 -0.5 0.0
C -0.1 0.4 0.1

No. 3
# C4H8O2

C4H8O2 in the gas phase (the ωB97M-V functional and the def2-TZVPD basis, the Open Molecules 2025 dataset).

Relative energy (zero: lowest compared OMol25 entry of this formula, charge and spin) in kcal per mole: 92.7
Maximum force in eV/A: 0.44

CARTESIAN COORDINATES (ANGSTROEM)
C  -1.6623  0.2036  0.0860
C  -0.2725  0.0362  0.6859
C  0.5730  -0.9838  -0.0905
O  0.9752  -0.3432  -1.3200
C  1.9849  0.4835  -1.3279
O  0.4129  1.2688  0.7739
H  -2.2487  -0.7160  0.1855
H  -2.1894  1.0106  0.6021
H  -1.5958  0.4523  -0.9798
H  -0.3498  -0.3166  1.7197
H  1.4711  -1.2693  0.4669
H  -0.0054  -1.8712  -0.3613
H  2.4992  0.3638  -0.3362
H  0.4074  1.6812  -0.1042

Forces on atoms 1 to 6 (eV/Å):
C 0.0 0.0 0.0
C -0.2 -0.2 0.1
C 0.0 -0.1 0.2
O 0.2 0.3 -0.1
C -0.1 -0.4 0.1
O 0.0 0.1 -0.1

No. 4
# C26H24FeO6S2

C26H24FeO6S2 as an isolated structure at a distorted geometry (the ωB97M-V functional and the def2-TZVPD basis, the Open Molecules 2025 dataset).

Spin multiplicity: 5
Maximum force in eV/A: 3.38
<S²>: 6.085
Charge: -2

CARTESIAN COORDINATES (ANGSTROEM)
C  -5.2896  1.1485  -3.6047
O  -4.6065  -0.0992  -3.3351
C  -3.3581  -0.0558  -2.7918
C  -2.8469  -1.2550  -2.2185
C  -1.6749  -1.2319  -1.5110
C  -0.8531  -0.0636  -1.4901
C  0.4454  -0.1052  -0.9179
C  1.5262  0.7152  -1.3717
C  2.8328  0.8849  -0.7198
C  3.6059  1.8439  -1.4684
C  2.8429  2.2222  -2.6486
C  1.5922  1.4984  -2.6246
Fe  3.0994  0.2738  -2.5675
C  2.6042  -1.1403  -3.8512
C  3.1990  -1.6973  -2.6459
C  4.5134  -1.0912  -2.4734
C  4.7336  -0.1760  -3.5815
C  3.5562  -0.2032  -4.4282
C  -1.3758  1.1187  -2.0925
C  -2.5622  1.1157  -2.7907
H  -6.3252  0.8614  -3.7791
H  -5.2205  1.8293  -2.7467
H  -4.8908  1.6277  -4.5067
H  -3.4074  -2.1783  -2.3544
H  -1.2878  -2.1299  -1.0147
H  0.6664  -0.9066  -0.2045
H  3.0557  0.4403  0.2466
H  4.5632  2.2615  -1.1724
H  3.1261  2.9483  -3.4107
H  0.7673  1.5784  -3.3311
H  1.6500  -1.4372  -4.2827
H  2.7703  -2.4775  -2.0196
H  5.2262  -1.3325  -1.6903
H  5.6459  0.3828  -3.7705
H  3.4382  0.3234  -5.3690
H  -0.8045  2.0410  -2.0337
H  -2.8861  2.0069  -3.3346
C  0.4215  2.0516  1.6329
O  0.8260  0.6230  1.9876
C  0.0910  -0.1540  2.7471
S  0.8487  -1.3514  3.8924
O  1.0960  -2.6248  3.2570
O  1.8881  -0.6673  4.6361
C  -0.5839  -1.5289  4.9812
C  -1.6607  -0.7002  4.7204
C  -2.7774  -0.6563  5.5504
C  -2.8272  -1.5414  6.6273
C  -1.7662  -2.4207  6.8737
C  -0.6298  -2.4208  6.0558
S  -1.4655  0.4573  3.3728
O  -1.2795  1.7428  4.0248
O  -2.4934  0.2714  2.3672
H  1.3246  2.4210  1.1564
H  -0.4143  2.0119  0.9122
H  0.1790  2.5967  2.5564
H  -3.5584  0.0677  5.3322
H  -3.7027  -1.5266  7.2756
H  -1.8049  -3.1098  7.7202
H  0.2180  -3.0824  6.2274

Forces on atoms 1 to 6 (eV/Å):
C 0.7 -1.0 0.2
O -1.2 0.5 -0.6
C 1.4 0.4 0.2
C -0.8 0.7 -0.2
C 0.7 0.2 -0.1
C -0.4 0.2 0.2

No. 5
# C5H12N4

C5H12N4 in the gas phase at a distorted geometry (the ωB97M-V functional and the def2-TZVPD basis, the Open Molecules 2025 dataset).

Relative energy (zero: lowest compared OMol25 entry of this formula, charge and spin) in kcal per mole: 120.8
Maximum force in eV/A: 4.61

CARTESIAN COORDINATES (ANGSTROEM)
C  3.1186  0.8816  0.9497
C  -1.2786  1.1498  0.8800
C  -1.5143  0.0525  -1.5385
C  -1.2446  -1.3907  0.4749
C  -0.9092  -0.0047  -0.0507
N  3.2100  0.3074  -0.1858
N  2.4985  -0.5634  -0.8275
N  1.2278  -0.7094  -0.6613
N  0.5578  0.1262  0.0079
H  3.8081  1.5952  1.1763
H  2.4012  0.5248  1.7343
H  -1.2653  2.1739  0.3629
H  -2.2884  1.0669  1.3184
H  -0.3841  1.1983  1.5528
H  -2.5811  -0.1364  -1.4300
H  -1.0623  -0.7164  -2.2037
H  -1.3521  1.0122  -2.0994
H  -0.7157  -1.4836  1.4551
H  -2.2474  -1.6530  0.5084
H  -0.7396  -2.0664  -0.1404
H  0.7607  -1.3646  -1.2833

Forces on atoms 1 to 6 (eV/Å):
C -3.2 -3.3 0.2
C -0.1 1.5 -0.6
C 1.0 0.7 0.4
C 2.1 1.4 1.9
C 0.0 0.4 -1.7
N 0.9 2.2 -0.1

No. 6
# C2O2S2

A 2-piece molecular cluster, C2O2S2 overall at a distorted geometry (the ωB97M-V functional and the def2-TZVPD basis, the Open Molecules 2025 dataset).

Relative energy (zero: lowest compared OMol25 entry of this formula, charge and spin) in kcal per mole: 2.6
Maximum force in eV/A: 2.38

CARTESIAN COORDINATES (ANGSTROEM)
O  1.3107  -0.5520  1.7269
C  1.4325  -0.7385  0.5969
S  1.8236  -1.0523  -0.8682
O  -1.0959  -1.0898  -0.0756
C  -1.9874  -0.3905  -0.1197
S  -3.1505  0.6599  -0.1036

Forces on the atoms, in the same order (eV/Å):
O -0.6 0.2 0.0
C 1.0 -0.2 0.7
S 0.1 0.0 -0.8
O 1.0 -1.5 -0.1
C -1.6 1.8 0.3
S 0.0 -0.3 -0.1

One value per record, in order, for calculated total energy: -1197.4101; -2494.8567; -307.5647; -3516.3550; -416.5529; -1023.1014 hartree.